Entry 1:
Below is a structure of composition C22H4ClF4IN5NiOS, with properties calculated with ωB97M-V/def2-TZVPD.

Structure (XYZ):
```
40
Properties=species:S:1:pos:R:3:nbo_charge:R:1
Ni 0.380 0.036 0.130 0.923
Cl -0.541 6.829 0.277 -0.011
C -0.753 5.104 0.128 -0.059
C -2.001 4.587 -0.047 -0.213
C -2.200 3.202 -0.184 -0.278
I -4.119 2.441 -0.434 0.142
C -1.151 2.301 -0.161 0.401
O -1.271 1.021 -0.323 -0.853
C 0.156 2.864 0.078 0.088
N 1.174 1.961 0.187 -0.486
C 2.395 2.392 0.386 0.069
C 2.706 3.758 0.493 -0.260
C 1.703 4.679 0.407 -0.122
C 0.371 4.250 0.203 -0.101
H -2.851 5.256 -0.079 0.240
H 3.170 1.639 0.474 0.196
H 3.733 4.061 0.646 0.227
H 1.911 5.736 0.495 0.236
F -0.864 -1.894 -0.596 -0.289
C -2.053 -2.464 -0.396 0.330
C -2.419 -3.407 -1.271 0.403
F -1.572 -3.747 -2.227 -0.273
C -3.730 -4.044 -1.246 -0.071
C -4.627 -3.508 -0.236 0.327
C -4.258 -2.567 0.639 0.401
F -5.137 -2.173 1.543 -0.273
C -2.917 -1.994 0.678 -0.055
C -2.534 -1.123 1.650 -0.180
C -1.176 -0.711 1.843 0.305
N -0.088 -0.401 2.094 -0.333
C -3.436 -0.544 2.611 0.248
N -4.086 -0.028 3.405 -0.211
F -5.858 -3.990 -0.169 -0.269
C -4.079 -5.041 -2.097 -0.175
C -5.371 -5.681 -2.090 0.245
N -6.363 -6.256 -2.133 -0.217
C -3.190 -5.589 -3.091 0.245
N -2.534 -6.090 -3.889 -0.220
S 3.199 -1.701 0.474 0.255
C 1.970 -0.916 0.037 -0.334
```

Output
⟨S²⟩   0.849
Spin multiplicity   2
Largest force on an atom   1.7 eV/Å
Highest occupied orbital energy (spin up / spin down)   -7.622 / -7.562 eV
Total energy   -4253.47951 Eh

=====

Entry 2:
Below is a cluster of 7 separate species, C22H50Br12NO2P2 in total, with properties calculated with ωB97M-V/def2-TZVPD.

Structure (XYZ):
```
89
Properties=species:S:1:pos:R:3:lowdin_charge:R:1
C 2.093 4.686 -0.416 -0.183
O 3.176 3.780 -0.609 -0.222
C 2.758 2.456 -0.995 -0.216
C 1.239 2.118 -0.784 -0.225
C 1.015 0.569 -1.156 -0.232
C -0.137 -0.156 -0.334 -0.270
C -1.330 -0.705 -1.221 -0.404
P -2.539 0.737 -1.729 0.261
C -2.112 0.594 -3.593 -0.344
C -2.277 1.922 -4.385 -0.519
C -1.152 3.009 -4.254 -0.076
N -3.276 2.183 -5.175 0.057
P -4.075 2.294 -2.095 0.695
C -5.153 2.325 -0.529 -0.380
O -3.359 3.889 -2.088 -0.426
H 1.421 4.801 -1.311 0.099
H 2.565 5.713 -0.268 0.017
H 1.512 4.503 0.532 0.027
H 3.050 2.248 -2.061 0.123
H 3.366 1.736 -0.367 0.119
H 0.899 2.268 0.291 0.011
H 0.583 2.681 -1.506 0.091
H 1.993 0.064 -0.878 0.066
H 0.922 0.435 -2.275 -0.024
H -0.578 0.554 0.416 0.056
H 0.330 -1.029 0.190 0.019
H -1.943 -1.383 -0.548 0.035
H -1.000 -1.339 -2.087 0.056
H -1.533 1.760 -1.494 -0.027
H -2.924 0.775 -0.310 -0.054
H -3.559 -0.315 -1.909 -0.029
H -1.015 0.322 -3.648 0.025
H -2.640 -0.241 -4.137 0.082
H -0.182 2.459 -4.105 0.054
H -1.326 3.759 -3.445 0.058
H -1.065 3.515 -5.256 0.065
H -3.149 3.123 -5.568 0.024
H -5.757 3.283 -0.559 0.013
H -4.516 2.417 0.393 -0.005
H -5.864 1.465 -0.486 0.022
H -4.080 4.476 -1.824 0.000
Br -3.937 3.456 3.749 0.595
C -2.223 4.371 3.843 -0.704
C -1.718 4.795 2.480 -0.667
Br -0.975 3.298 1.471 0.754
H -1.539 3.701 4.359 0.047
H -2.410 5.245 4.467 0.050
H -0.889 5.493 2.596 0.001
H -2.485 5.246 1.853 0.055
Br 2.958 -2.506 0.711 0.639
C 2.074 -4.003 1.592 -0.724
C 1.241 -4.799 0.620 -0.709
Br -0.429 -3.888 0.198 0.676
H 1.495 -3.590 2.415 0.057
H 2.882 -4.615 1.992 -0.050
H 0.943 -5.749 1.063 -0.013
H 1.749 -4.986 -0.324 0.053
Br 1.871 1.744 -7.082 0.605
C 2.523 -0.079 -6.956 -0.711
C 1.609 -0.968 -6.141 -0.669
Br 1.801 -0.668 -4.219 0.722
H 3.531 -0.022 -6.551 0.046
H 2.569 -0.428 -7.988 0.050
H 1.888 -2.011 -6.289 0.051
H 0.553 -0.840 -6.373 0.056
Br 1.752 6.894 2.483 0.673
C 3.426 7.800 2.894 -0.689
C 4.128 8.245 1.636 -0.691
Br 4.999 6.749 0.741 0.663
H 4.018 7.117 3.498 0.051
H 3.141 8.661 3.499 0.053
H 4.933 8.941 1.874 0.052
H 3.459 8.704 0.911 0.052
Br 3.300 -7.003 2.828 0.711
C 2.404 -8.494 3.706 -0.685
C 1.570 -9.284 2.731 -0.675
Br -0.089 -8.358 2.301 0.653
H 1.825 -8.077 4.527 0.022
H 3.207 -9.111 4.110 0.059
H 1.261 -10.231 3.172 0.057
H 2.078 -9.476 1.788 0.052
Br -0.324 -9.291 6.577 0.604
C -1.762 -8.142 5.933 -0.688
C -3.095 -8.841 6.004 -0.693
Br -3.296 -10.135 4.561 0.594
H -1.492 -7.831 4.927 0.007
H -1.749 -7.275 6.594 0.061
H -3.908 -8.129 5.863 0.060
H -3.248 -9.380 6.937 0.049
```

Output
Total charge   -1
Spin multiplicity   1
Largest force on an atom   2.8 eV/Å
Highest occupied orbital energy   -2.667 eV
Total energy   -32644.21207 Eh

=====

Entry 3:
Below is a structure of composition C22H50ClFNO7PSSb, with properties calculated with ωB97M-V/def2-TZVPD.

Structure (XYZ):
```
85
Properties=species:S:1:pos:R:3:lowdin_charge:R:1
C 0.302 -5.367 -1.330 -0.142
C -0.402 -4.287 -0.581 -0.395
C -0.114 -2.880 -0.952 -0.780
Cl -0.618 -2.609 -2.640 0.618
Sb 1.855 -1.971 -0.420 1.238
C 0.833 -0.713 1.102 -0.331
C -0.239 0.267 0.651 -0.268
C -0.240 1.537 1.423 -0.216
F -1.188 1.597 2.456 -0.067
C 3.086 -3.330 -1.767 -0.424
S 2.756 -3.678 -3.419 0.497
O 2.304 -2.541 -4.093 -0.353
O 3.840 -4.397 -3.938 -0.348
O 1.680 -0.560 -1.863 -0.420
C 2.836 0.052 -2.351 -0.306
C 2.820 1.576 -2.312 -0.338
C 1.702 2.164 -1.514 -0.067
C 4.164 2.218 -2.027 -0.144
C 4.988 1.862 -0.798 -0.415
C 5.931 0.698 -1.015 -0.072
C 4.221 1.696 0.474 -0.074
P 2.340 -3.730 1.466 0.507
N 3.885 -3.756 1.857 -0.416
H 1.365 -5.358 -1.203 0.034
H 0.025 -5.326 -2.360 0.045
H -0.040 -6.310 -0.970 0.071
H -1.443 -4.433 -0.784 0.092
H -0.319 -4.408 0.475 0.080
H -0.798 -2.304 -0.388 0.013
H 3.378 -1.322 0.072 -0.021
H 1.579 -0.190 1.652 0.031
H 0.374 -1.366 1.809 0.025
H -1.190 -0.174 0.851 0.098
H -0.212 0.472 -0.399 0.073
H -0.413 2.371 0.773 0.104
H 0.717 1.699 1.867 0.101
H 3.227 -4.259 -1.271 0.006
H 4.054 -2.898 -1.841 0.031
H 1.744 -4.538 -3.344 0.032
H 2.905 -0.207 -3.388 0.101
H 3.741 -0.335 -1.910 0.070
H 2.590 1.875 -3.310 0.121
H 1.808 2.043 -0.460 0.050
H 1.678 3.216 -1.711 0.077
H 0.777 1.762 -1.861 0.070
H 4.791 2.066 -2.878 0.105
H 3.989 3.273 -1.996 0.104
H 5.622 2.704 -0.631 0.113
H 5.556 -0.171 -0.530 0.052
H 6.022 0.442 -2.048 0.070
H 6.886 0.897 -0.581 0.069
H 3.860 2.644 0.822 0.079
H 3.385 1.044 0.371 0.039
H 4.856 1.315 1.236 0.077
H 1.469 -3.554 2.563 -0.064
H 1.983 -5.007 0.971 -0.070
H 4.016 -3.496 2.825 -0.088
O -2.014 4.010 6.853 0.099
C -2.774 4.043 5.924 -0.511
O -3.915 4.762 6.095 -0.015
C -4.851 5.024 5.050 -0.249
C -5.859 3.911 4.893 -0.066
C -2.499 3.288 4.634 0.007
H -4.332 5.248 4.118 0.111
H -5.351 5.940 5.362 0.118
H -5.390 2.977 4.601 0.071
H -6.595 4.165 4.132 0.079
H -6.375 3.744 5.839 0.081
H -2.802 2.250 4.751 0.096
H -1.429 3.314 4.465 0.083
H -2.986 3.691 3.752 0.070
O -6.476 0.054 -0.021 0.095
C -5.832 -0.185 -1.006 -0.535
O -4.496 -0.127 -0.934 0.008
C -3.672 -0.564 -2.019 -0.245
C -3.471 0.517 -3.058 -0.056
C -6.502 -0.491 -2.335 0.008
H -4.069 -1.485 -2.446 0.110
H -2.716 -0.813 -1.569 0.089
H -4.412 0.812 -3.525 0.065
H -2.793 0.164 -3.834 0.083
H -3.040 1.402 -2.592 0.084
H -6.768 0.452 -2.808 0.091
H -7.412 -1.047 -2.131 0.086
H -5.893 -1.070 -3.023 0.066
```

Output
Total charge   -1
Spin multiplicity   1
Largest force on an atom   3.6 eV/Å
Highest occupied orbital energy   -4.629 eV
Total energy   -2989.39340 Eh